{"formula": "C9H27N9O18", "method": "ωB97M-V/def2-TZVPD", "elements": ["C", "N", "O", "O", "H", "H", "H", "C", "N", "O", "O", "H", "H", "H", "C", "N", "O", "O", "H", "H", "H", "C", "N", "O", "O", "H", "H", "H", "C", "N", "O", "O", "H", "H", "H", "C", "N", "O", "O", "H", "H", "H", "C", "N", "O", "O", "H", "H", "H", "C", "N", "O", "O", "H", "H", "H", "C", "N", "O", "O", "H", "H", "H"], "xyz": [[-1.43549, -20.80347, -19.58882], [-0.42642, -20.37294, -20.66153], [0.52326, -19.62869, -20.36232], [-0.67102, -20.81807, -21.80148], [-1.33751, -20.21367, -18.67743], [-1.16721, -21.81894, -19.29735], [-2.47305, -20.81589, -19.92260], [0.77973, -21.30056, -14.00396], [1.05571, -22.79837, -13.80327], [2.04670, -23.25577, -14.31173], [0.23068, -23.46831, -13.13987], [0.28772, -20.94028, -14.90742], [1.75906, -20.82215, -13.99181], [0.48427, -20.86731, -13.04840], [-2.71609, -23.99819, -14.79474], [-1.79760, -25.22035, -14.90104], [-0.80360, -25.12978, -14.22510], [-2.10270, -26.21426, -15.57946], [-3.34378, -24.06542, -13.90615], [-3.31121, -23.76294, -15.67712], [-2.21828, -23.03265, -14.70527], [-2.30974, -21.54973, -17.44244], [-1.28484, -21.44898, -16.31169], [-1.52247, -21.95637, -15.23034], [-0.25308, -20.97374, -16.64172], [-2.52774, -20.57141, -17.87076], [-3.22896, -22.01018, -17.08033], [-1.92286, -22.28805, -18.14481], [-4.29241, -24.77230, -18.55923], [-2.85182, -24.66892, -18.24087], [-2.19109, -25.63104, -18.25389], [-2.48898, -23.54801, -17.90764], [-4.96888, -24.47630, -17.75742], [-4.47213, -25.82498, -18.77754], [-4.52232, -24.20738, -19.46261], [1.62068, -22.58860, -17.35791], [0.43025, -22.46009, -18.22516], [-0.40292, -23.31677, -18.13264], [0.38055, -21.39761, -18.86862], [1.77017, -23.53532, -16.83881], [1.86403, -21.80577, -16.63954], [2.48259, -22.48074, -18.01638], [-4.40760, -18.50550, -16.69719], [-3.50507, -19.13300, -15.71383], [-2.98770, -20.19394, -16.02136], [-3.43344, -18.57203, -14.61890], [-5.19032, -17.89494, -16.24700], [-4.99917, -19.28518, -17.17703], [-3.82896, -18.07867, -17.51639], [-1.01479, -19.18652, -15.61909], [-0.40431, -18.93691, -14.30161], [0.72837, -18.51496, -14.25726], [-1.12352, -18.99860, -13.32074], [-1.83329, -19.90635, -15.62304], [-0.21979, -19.42023, -16.32721], [-1.27449, -18.20121, -16.00614], [-5.88754, -20.61033, -19.30927], [-4.69021, -19.82934, -19.02715], [-3.94193, -20.20672, -18.18444], [-4.55173, -18.86792, -19.74591], [-6.66734, -19.92167, -19.63448], [-6.23465, -21.19770, -18.45920], [-5.65346, -21.30660, -20.11458]], "forces_ev_per_a": [[-0.948, 0.467, -1.811], [-0.490, 0.898, -1.446], [-2.248, -1.134, -1.099], [0.754, 0.782, 1.889], [0.704, 0.440, -1.396], [-1.484, 1.115, -1.954], [0.158, 0.702, -0.895], [2.339, 0.456, 1.714], [-2.958, -0.048, 1.084], [0.633, -0.233, -0.316], [2.484, 2.591, -0.690], [0.446, -1.208, 1.100], [0.517, -0.496, -0.658], [-1.217, -0.625, -0.201], [-1.111, -0.675, 0.368], [-0.828, 0.021, -0.228], [-0.490, -1.050, -0.685], [-0.088, 1.574, 0.667], [-0.036, -0.745, -0.103], [-0.176, -1.116, -0.108], [-0.026, -2.433, 0.830], [1.024, 0.186, 1.487], [-2.251, -3.908, -2.935], [1.831, 2.666, -0.675], [1.716, -1.643, -0.588], [1.719, -1.637, 1.254], [0.539, 0.714, 0.459], [0.462, 2.777, 1.012], [-0.889, -1.216, -0.993], [-1.978, 1.004, 0.466], [1.505, -2.088, -0.400], [-3.307, -5.493, -0.143], [0.636, 0.254, 0.236], [-0.026, 0.088, 0.031], [0.274, 0.185, 0.138], [2.690, -0.473, -0.058], [2.987, 1.979, 1.195], [1.586, -0.587, -1.534], [5.066, -4.012, 2.234], [-0.916, -0.109, -0.272], [-1.110, 0.243, -0.199], [-0.112, -0.195, -0.445], [-1.554, 0.418, -0.289], [-3.586, 1.648, 1.925], [-6.558, 1.705, 1.596], [0.363, -1.297, -1.740], [1.039, 0.637, 0.492], [0.097, 0.617, 1.561], [-0.064, 0.558, 0.462], [3.519, 3.908, 0.352], [-1.096, 1.818, 0.617], [0.870, -0.107, -0.256], [0.153, -0.571, -0.111], [2.853, 1.620, 1.725], [-0.103, 1.145, 0.946], [-0.624, 0.348, 0.518], [-1.359, -0.774, -0.148], [-1.554, -0.266, -2.956], [-1.100, -0.453, -1.307], [0.665, 0.761, 0.213], [0.189, -0.109, -0.033], [0.363, 0.213, 0.164], [0.110, 0.160, -0.066]], "charge": 0, "homo_ha": -0.363, "relative_energy_kcal_mol": 424.6, "homo_lumo_gap_ev": 8.40, "largest_force_ha_per_bohr": 0.1354, "molar_mass_g_mol": 549.36}